C47H43N12O2S2SeV | the ωB97M-V functional and the def2-TZVPD basis

## Properties
HOMO energy (spin up / spin down), eV: -3.20 / -3.16
Energy relative to the best compared isomer or geometry (same formula, charge and spin), kJ/mol: 80.68
Gap between HOMO and LUMO (spin up / spin down), eV: 4.736 / 4.586

The geometry in ORCA input format:
```
! RIJCOSX wB97M-V def2-TZVPD def2/J DEFGRID3
* xyz -1 4
V -0.5369 -1.4767 -0.2690
C 1.2200 -6.6068 1.2946
C -0.1346 -6.6877 0.9840
C -0.8989 -5.5393 0.8288
C -0.3371 -4.2628 0.9863
C 1.0284 -4.1948 1.2877
C 1.7917 -5.3486 1.4372
N -1.0740 -3.0800 0.7653
C -2.4261 -2.9979 1.1274
C -3.0772 -3.7685 2.1023
C -4.4116 -3.5377 2.3997
C -5.1305 -2.5301 1.7520
C -4.5047 -1.7439 0.7998
C -3.1712 -1.9811 0.4876
N -2.4367 -1.2667 -0.4766
N -3.0729 -0.2716 -1.0707
C -2.2916 0.2748 -2.0712
C -2.8249 1.3412 -2.8044
C -2.1589 1.7600 -3.9313
C -0.9881 1.1034 -4.3290
C -0.4949 0.1125 -3.5121
N -1.0929 -0.2839 -2.3795
H 1.8147 -7.5038 1.4168
H -0.6047 -7.6588 0.8564
H -1.9437 -5.6231 0.5568
H 1.4822 -3.2225 1.4083
H 2.8448 -5.2558 1.6782
H -2.5273 -4.5309 2.6393
H -4.8993 -4.1465 3.1552
H -6.1701 -2.3530 2.0057
H -5.0152 -0.9298 0.2998
H -3.7388 1.7990 -2.4484
H -2.5482 2.5844 -4.5163
H -0.4640 1.3731 -5.2367
H 0.4325 -0.3939 -3.7624
Se -3.7658 2.1941 0.6009
C -3.6428 3.1951 2.2001
C -3.4725 2.5748 3.4529
C -3.3819 3.3342 4.6100
N -3.4450 4.6743 4.6540
C -3.6137 5.2672 3.4606
C -3.7118 4.5996 2.2492
H -3.4167 1.4918 3.5032
H -3.2498 2.8383 5.5707
H -3.6691 6.3536 3.4824
H -3.8433 5.1556 1.3294
S 3.9042 -0.2238 1.1827
C 2.3930 -0.6447 0.7121
N 1.3287 -0.9851 0.3721
C 2.2488 1.4300 4.3315
N 0.9508 0.8029 4.0685
N 0.3233 1.0230 2.8476
C -0.3591 -0.1087 2.4772
O -1.0519 -0.2049 1.4435
C -0.1327 -1.0661 3.5185
C 0.6944 -0.4889 4.4202
C 1.3196 -1.0612 5.6459
C 0.2207 2.3406 2.3019
C 0.1794 2.5029 0.9307
C 0.0511 3.7794 0.3996
C -0.0151 4.8850 1.2324
C 0.0174 4.7108 2.6138
C 0.1186 3.4384 3.1513
H 2.3321 2.3345 3.7429
H 3.0708 0.7696 4.0557
H 2.3103 1.6905 5.3871
H -0.5535 -2.0621 3.5354
H 0.9028 -2.0465 5.8399
H 1.1423 -0.4209 6.5132
H 2.4024 -1.1656 5.5212
H 0.2344 1.6437 0.2841
H 0.0056 3.8944 -0.6780
H -0.1096 5.8805 0.8119
H -0.0660 5.5627 3.2777
H 0.0917 3.2935 4.2258
N 4.6085 1.0310 -2.1427
C 3.5328 1.8066 -2.4980
S 1.9918 1.3899 -2.0568
N 3.9043 2.8986 -3.2367
C 3.1531 4.0167 -3.6891
C 1.7791 4.0116 -3.9050
C 1.1522 5.1775 -4.3353
C 1.8712 6.3407 -4.5741
C 3.2464 6.3312 -4.3827
C 3.8795 5.1802 -3.9433
H 4.4284 0.4537 -1.3303
H 5.5255 1.4506 -2.1486
H 4.8950 3.0490 -3.2976
H 1.2023 3.1150 -3.7252
H 0.0781 5.1637 -4.4816
H 1.3693 7.2417 -4.9057
H 3.8309 7.2256 -4.5636
H 4.9540 5.1839 -3.7832
N 2.8877 -5.7968 -4.6284
C 1.5450 -5.5837 -4.5489
O 0.7488 -6.1717 -5.2381
C 1.1030 -4.5276 -3.5533
C 1.9623 -3.6144 -2.9929
C 1.4761 -2.6970 -2.0729
N 0.1998 -2.6713 -1.6901
C -0.6405 -3.5417 -2.2687
C -0.2242 -4.4734 -3.2033
H 3.1568 -6.5886 -5.1868
H 3.4765 -5.5732 -3.8454
H 3.0081 -3.5644 -3.2669
H 2.1218 -1.9562 -1.6285
H -1.6767 -3.4781 -1.9684
H -0.9287 -5.1637 -3.6492
*
```



C47H44Br2HfN8O3P2S2Se2 | the ωB97M-V functional and the def2-TZVPD basis

## Properties
HOMO energy, eV: -12.72
Energy relative to the best compared isomer or geometry (same formula, charge and spin), kJ/mol: 0.00
Gap between HOMO and LUMO, eV: 5.935

The geometry in ORCA input format:
```
! RIJCOSX wB97M-V def2-TZVPD def2/J DEFGRID3
* xyz 2 1
Hf -0.7647 1.2080 0.3129
Br -7.3341 2.8101 -1.2173
C -5.6341 2.1888 -0.7881
C -5.3098 1.8463 0.5175
C -4.0230 1.4395 0.7863
N -3.0631 1.3318 -0.1492
C -3.4111 1.6018 -1.4278
C -4.6671 2.0542 -1.7769
C -2.3742 1.3299 -2.4444
C -2.6970 1.0465 -3.7556
C -1.6837 0.7050 -4.6449
Br -2.0950 0.3099 -6.4158
C -0.3725 0.6569 -4.1934
C -0.1366 0.9465 -2.8682
N -1.1045 1.2678 -1.9918
H -6.0365 1.9139 1.3139
H -3.7303 1.1862 1.7954
H -4.8998 2.3107 -2.7996
H -3.7240 1.0516 -4.0880
H 0.4496 0.3774 -4.8381
H 0.8770 0.9093 -2.4939
Se 2.7830 -2.2713 -3.8877
P 1.0992 -3.2393 -3.0989
C -0.2389 -3.5170 -4.2815
C -0.0669 -3.1097 -5.6004
C -1.0500 -3.3861 -6.5411
C -2.1998 -4.0623 -6.1646
C -2.3707 -4.4727 -4.8474
C -1.3914 -4.2096 -3.9054
C 1.4076 -4.8182 -2.2778
C 0.6340 -5.2449 -1.1986
C 0.8853 -6.4791 -0.6180
C 1.8995 -7.2870 -1.1154
C 2.6674 -6.8626 -2.1912
C 2.4268 -5.6269 -2.7727
C 0.3791 -2.1944 -1.7943
C 0.9346 -1.2507 -0.9361
N -0.1304 -0.7497 -0.2547
N -1.2528 -1.3260 -0.6768
N -0.9662 -2.1966 -1.5924
P 2.5226 -0.5639 -0.4118
Se 1.9058 1.0705 0.9296
C 3.6324 0.1712 -1.6181
C 3.4088 1.4543 -2.1157
C 4.2922 2.0083 -3.0253
C 5.4219 1.2976 -3.4119
C 5.6692 0.0379 -2.8856
C 4.7760 -0.5321 -1.9941
C 3.4107 -1.8171 0.4900
C 4.5517 -1.4306 1.1985
C 5.2718 -2.3837 1.8933
C 4.8622 -3.7141 1.8772
C 3.7294 -4.0936 1.1739
C 2.9931 -3.1439 0.4812
H 0.8452 -2.6025 -5.8900
H -0.9057 -3.0869 -7.5710
H -2.9602 -4.2876 -6.9008
H -3.2611 -5.0148 -4.5583
H -1.5227 -4.5489 -2.8875
H -0.1647 -4.6246 -0.8085
H 0.2850 -6.8119 0.2184
H 2.0906 -8.2513 -0.6635
H 3.4564 -7.4933 -2.5780
H 3.0351 -5.2819 -3.5999
H 2.5700 2.0406 -1.7613
H 4.1180 3.0028 -3.4131
H 6.1201 1.7360 -4.1122
H 6.5570 -0.5080 -3.1740
H 4.9603 -1.5256 -1.6102
H 4.8749 -0.3958 1.2029
H 6.1548 -2.0934 2.4458
H 5.4334 -4.4560 2.4191
H 3.4117 -5.1276 1.1582
H 2.1098 -3.4492 -0.0624
N -0.1484 3.4469 -0.0787
C -0.8145 4.2503 0.9528
C -0.5019 5.5702 1.2510
C -1.0074 6.1241 2.4259
C -1.8822 5.3935 3.2261
C -2.3312 4.1605 2.8116
C -1.7058 3.5616 1.7429
S -2.2000 5.6990 4.9758
O -1.6667 6.9963 5.2551
O -1.3932 4.5808 5.5297
O -3.6142 5.4616 5.1313
H 0.8603 3.4961 0.0708
H -0.3071 3.8000 -1.0210
H 0.1867 6.1344 0.6337
H -0.6862 7.1025 2.7604
H -3.0386 3.6224 3.4287
H -1.8666 2.4876 1.6957
C -2.7675 1.3574 7.0103
C -3.3996 1.8984 5.7387
N -2.9306 1.1867 4.5281
C -1.7256 1.3252 3.9813
S -1.4037 0.2044 2.6193
N -0.9018 2.2319 4.4270
C 0.4899 2.4149 4.0435
C 1.4112 2.2087 5.2344
H -3.1499 1.9169 7.8626
H -1.6841 1.4767 6.9989
H -3.0038 0.3030 7.1531
H -3.2044 2.9666 5.6312
H -4.4806 1.7750 5.7528
H -3.4935 0.4301 4.1746
H -1.2502 3.0175 5.0381
H 0.5908 3.4359 3.6624
H 0.7180 1.7048 3.2531
H 1.1734 2.9264 6.0195
H 2.4472 2.3636 4.9343
H 1.3112 1.1989 5.6322
*
```



C47H45BFN7O8S | the ωB97M-V functional and the def2-TZVPD basis

## Properties
HOMO energy, eV: -9.15
SMILES: COCc1c2c(cc(B(O)OC)c1S(=O)(=O)F)C(=O)c1c(N=C(C)C)c(OC#N)cc(C)c1C2=O.c1ccncc1.c1ccncc1.c1ccncc1.c1ccncc1.c1ccncc1
Gap between HOMO and LUMO, eV: 7.303

The geometry in ORCA input format:
```
! RIJCOSX wB97M-V def2-TZVPD def2/J DEFGRID3
* xyz 0 1
C 2.8537 -3.4735 -1.5128
O 3.1250 -2.8085 -2.7567
C 2.5505 -1.5019 -2.8283
C 2.4565 -0.7389 -1.4598
C 1.1175 -0.6664 -0.8341
C 0.9088 0.0469 0.4914
C 2.0746 0.6861 1.0900
C 3.4053 0.6402 0.4432
B 4.5788 1.4480 1.2351
O 4.8953 1.2388 2.5912
O 5.2980 2.3610 0.4367
C 5.6366 3.5647 1.1661
C 3.6486 -0.0895 -0.8367
S 5.3101 -0.1338 -1.5419
O 6.3281 -0.4518 -0.5452
O 5.4589 -1.0442 -2.6613
F 5.6533 1.3719 -2.1179
C -0.5394 0.0639 1.1477
O -0.7002 -0.0417 2.3371
C -1.7139 0.1889 0.1211
C -2.9994 0.9300 0.3966
N -3.1781 1.5484 1.7469
C -3.6944 0.6577 2.5745
C -3.2792 0.6633 4.0935
C -4.6995 -0.4766 2.1385
C -4.0443 1.0383 -0.6591
O -5.2738 1.7058 -0.4653
C -5.0705 2.9950 -0.0434
N -4.9815 3.8938 0.6673
C -3.7871 0.3831 -1.9692
C -2.5570 -0.3850 -2.2897
C -2.4177 -1.0579 -3.6919
C -1.5205 -0.5001 -1.2666
C -0.1589 -1.2986 -1.4631
O -0.2194 -2.3795 -2.0694
H 3.5637 -3.1724 -0.6903
H 3.0064 -4.5793 -1.6582
H 1.8056 -3.3536 -1.1321
H 1.5607 -1.4999 -3.3770
H 3.2416 -0.8908 -3.4867
H 1.9543 1.2457 2.0543
H 4.3257 1.7450 3.1962
H 4.7540 4.0787 1.6309
H 6.4595 3.3224 1.8869
H 6.0791 4.2772 0.4077
H -2.7206 1.5934 4.3652
H -4.1807 0.5090 4.7539
H -2.6554 -0.2735 4.2169
H -5.1090 -1.0576 3.0162
H -5.5598 -0.0464 1.5530
H -4.1956 -1.2514 1.4857
H -4.5850 0.4892 -2.7488
H -2.4245 -2.1833 -3.6276
H -3.2855 -0.7304 -4.3208
H -1.4757 -0.6876 -4.1763
N 5.6598 -3.4217 -7.7427
C 6.5970 -2.4686 -7.7939
C 6.7977 -1.5294 -6.7943
C 5.9782 -1.5758 -5.6770
C 4.9984 -2.5525 -5.6005
C 4.8828 -3.4469 -6.6533
H 7.2108 -2.4709 -8.6888
H 7.5746 -0.7815 -6.8883
H 6.1019 -0.8597 -4.8749
H 4.3400 -2.6196 -4.7437
H 4.1334 -4.2318 -6.6381
N -3.9364 9.4658 0.7418
C -5.0491 10.0744 0.3170
C -6.2757 9.4411 0.1930
C -6.3560 8.0975 0.5242
C -5.2167 7.4435 0.9651
C -4.0393 8.1695 1.0571
H -4.9356 11.1241 0.0669
H -7.1447 9.9853 -0.1541
H -7.2968 7.5656 0.4396
H -5.2406 6.3951 1.2318
H -3.1218 7.7024 1.4006
N 2.7064 -6.0957 0.0623
C 3.6331 -6.5141 0.9324
C 3.7470 -7.8250 1.3671
C 2.8479 -8.7586 0.8767
C 1.8774 -8.3500 -0.0245
C 1.8510 -7.0159 -0.3983
H 4.3117 -5.7467 1.2902
H 4.5190 -8.1073 2.0710
H 2.9030 -9.7937 1.1930
H 1.1580 -9.0504 -0.4285
H 1.1122 -6.6487 -1.1040
N -1.0452 5.0795 3.5682
C -0.9055 5.9433 4.5806
C -1.9685 6.4789 5.2905
C -3.2531 6.1026 4.9306
C -3.4251 5.2106 3.8840
C -2.2955 4.7297 3.2400
H 0.1179 6.2102 4.8233
H -1.7952 7.1725 6.1031
H -4.1111 6.5004 5.4603
H -4.4128 4.8941 3.5739
H -2.3794 4.0268 2.4178
N -3.7571 -4.2100 1.2049
C -2.6080 -3.6228 0.8538
C -1.3804 -4.1779 1.0977
C -1.3093 -5.4084 1.7319
C -2.4875 -6.0367 2.1029
C -3.6833 -5.3950 1.8179
H -2.7007 -2.6575 0.3651
H -0.4880 -3.6468 0.7894
H -0.3496 -5.8696 1.9354
H -2.4792 -6.9966 2.6028
H -4.6357 -5.8394 2.0874
*
```



C47H45O6P4Sr | the ωB97M-V functional and the def2-TZVPD basis

## Properties
HOMO energy, eV: -8.19
Energy relative to the best compared isomer or geometry (same formula, charge and spin), kJ/mol: 387.23
Gap between HOMO and LUMO, eV: 5.468

The geometry in ORCA input format:
```
! RIJCOSX wB97M-V def2-TZVPD def2/J DEFGRID3
* xyz 1 1
Sr 0.1849 -0.7527 0.5370
O -2.3936 -2.8020 1.0925
C -1.7650 -2.5911 0.0549
C -2.3603 -3.2936 -1.1751
C -3.0652 -4.4837 -1.0342
C -3.5379 -5.1577 -2.1477
C -3.3209 -4.6312 -3.4167
C -2.6388 -3.4336 -3.5675
C -2.1493 -2.7618 -2.4457
P -1.2012 -1.2146 -2.5548
C -1.0401 -0.9791 -4.3577
C -2.0403 -0.4342 -5.1628
C -1.8602 -0.3248 -6.5329
C -0.6792 -0.7630 -7.1193
C 0.3226 -1.3072 -6.3299
C 0.1429 -1.4054 -4.9564
C -2.4023 0.0955 -2.0986
C -2.0991 1.4150 -2.4471
C -2.9422 2.4543 -2.1020
C -4.1111 2.1945 -1.3911
C -4.4149 0.8937 -1.0267
C -3.5632 -0.1522 -1.3761
H -3.2322 -4.8606 -0.0321
H -4.0781 -6.0894 -2.0343
H -3.6894 -5.1509 -4.2918
H -2.4910 -3.0311 -4.5610
H -2.9701 -0.1027 -4.7168
H -2.6455 0.0969 -7.1467
H -0.5413 -0.6784 -8.1893
H 1.2443 -1.6503 -6.7818
H 0.9341 -1.8243 -4.3433
H -1.1934 1.6248 -3.0069
H -2.6993 3.4681 -2.3971
H -4.7852 3.0037 -1.1383
H -5.3267 0.6774 -0.4844
H -3.8153 -1.1608 -1.0744
O -0.2444 1.3744 -0.1427
P 1.0752 1.7428 0.5258
C 1.4727 0.5729 2.0589
P -0.2311 0.3511 3.0733
O -1.0330 -0.7805 2.4491
C -1.0624 1.9239 3.0193
C -0.6074 3.0471 3.7138
C -1.3119 4.2331 3.6365
C -2.4541 4.3113 2.8434
C -2.8984 3.2012 2.1413
C -2.2132 1.9987 2.2357
C 0.3582 0.0422 4.7255
C 1.4347 -0.8216 4.9260
C 1.8937 -1.0748 6.2066
C 1.2815 -0.4656 7.2949
C 0.1946 0.3755 7.1040
C -0.2731 0.6271 5.8233
C 2.4787 1.3794 -0.5575
C 3.6673 0.8076 -0.1139
C 4.7629 0.7550 -0.9659
C 4.6712 1.2691 -2.2503
C 3.4812 1.8363 -2.6973
C 2.3882 1.8976 -1.8528
C 1.1823 3.4559 0.9975
C 0.3001 4.3251 0.3611
C 0.4243 5.6908 0.5678
C 1.4189 6.1795 1.4031
C 2.3044 5.3070 2.0271
C 2.1974 3.9439 1.8160
H 2.1928 1.0298 2.7341
H 1.9068 -0.4023 1.6772
H 0.2924 3.0015 4.3167
H -0.9728 5.0988 4.1896
H -3.0005 5.2433 2.7795
H -3.7802 3.2624 1.5179
H -2.5742 1.1255 1.7054
H 1.9122 -1.3243 4.0913
H 2.7270 -1.7476 6.3565
H 1.6446 -0.6580 8.2955
H -0.2932 0.8368 7.9518
H -1.1356 1.2662 5.6877
H 3.7730 0.4184 0.8906
H 5.6906 0.3179 -0.6210
H 5.5302 1.2341 -2.9068
H 3.4129 2.2391 -3.6986
H 1.4623 2.3446 -2.1963
H -0.4859 3.9300 -0.2721
H -0.2566 6.3728 0.0765
H 1.5100 7.2448 1.5679
H 3.0835 5.6934 2.6704
H 2.9077 3.2762 2.2907
C 4.5020 -2.9198 -0.0743
O 3.5828 -3.4172 0.8984
P 2.0163 -3.4133 0.4816
O 2.0119 -4.3540 -0.8147
C 1.2023 -4.0501 -1.9604
O 1.5927 -4.3635 1.6979
C 0.2215 -4.7553 1.8941
H 4.8920 -3.7438 -0.6700
H 5.3193 -2.4379 0.4590
H 4.0343 -2.1923 -0.7467
H 1.8507 -4.0131 -2.8342
H 0.6818 -3.0983 -1.8414
H 0.4604 -4.8364 -2.0845
H -0.0214 -5.5832 1.2280
H -0.4707 -3.9335 1.7227
H 0.1423 -5.0853 2.9260
*
```



Calculated E, -6766.36977, -13958.87317, -3325.89422, -3665.46163 a.u. (same order as the records).